No. 1
Density functional theory data (ωB97M-V/def2-TZVPD) for C19H19FeN6S as an isolated structure in a non-equilibrium geometry.

Results
M, g/mol: 419.315
Charge: +2
LUMO (alpha / beta), eV: -7.7 / -7.9
2S+1: 2
ΔE to the lowest compared entry with this formula, charge and spin, eV: 0.114

```
46
C19H19FeN6S, DFT ωB97M-V/def2-TZVPD
Fe -0.3516 -0.1399 0.4733
C -3.9473 -3.5721 0.5296
C -3.1913 -3.0342 1.5620
C -1.9379 -2.5034 1.2995
C -1.4521 -2.5115 -0.0128
C -2.2098 -3.0557 -1.0553
C -3.4531 -3.5868 -0.7724
N -0.2587 -1.8080 -0.2673
C 0.7527 -2.2999 -1.0240
C 0.8752 -3.6865 -1.2630
C 1.9172 -4.1811 -2.0102
C 2.8656 -3.3201 -2.5744
C 2.7594 -1.9559 -2.3823
C 1.7338 -1.4247 -1.6046
N 1.6862 -0.0359 -1.5664
N 0.8736 0.4688 -0.7770
C 0.5669 1.8534 -0.7398
C 1.1462 2.9117 -1.3932
C 0.5605 4.1536 -1.1642
C -0.5419 4.2568 -0.3287
C -1.0511 3.1180 0.2828
N -0.4920 1.9289 0.0838
H -4.9205 -3.9952 0.7375
H -3.5652 -3.0604 2.5765
H -1.2842 -2.1802 2.1029
H -1.8302 -3.0338 -2.0688
H -4.0488 -4.0081 -1.5707
H 0.1551 -4.3593 -0.8180
H 2.0032 -5.2486 -2.1606
H 3.6751 -3.7212 -3.1682
H 3.4633 -1.2670 -2.8294
H 1.9945 2.7720 -2.0473
H 0.9625 5.0354 -1.6442
H -1.0088 5.2136 -0.1447
H -1.9086 3.1616 0.9400
C -2.0146 -0.2048 5.2724
N -1.2816 -0.0499 4.0185
C 0.0252 -0.2316 3.8906
N 0.7360 -0.5797 4.9558
S 0.8840 0.0017 2.4094
H -3.0659 -0.0155 5.0805
H -1.6696 0.5127 6.0183
H -1.9118 -1.2202 5.6564
H -1.7785 0.2873 3.2126
H 0.3361 -0.6397 5.8787
H 1.7253 -0.7389 4.8606
```

Formally, the Löwdin partial charges of the atoms, in units of the elementary charge, are as follows: 0.518, -0.037, -0.052, -0.037, -0.279, -0.005, -0.031, -0.005, -0.173, 0.014, -0.014, -0.018, 0.013, -0.154, 0.179, -0.055, -0.280, 0.051, 0.005, -0.004, -0.065, 0.035, 0.122, 0.115, 0.087, 0.131, 0.125, 0.128, 0.129, 0.126, 0.131, 0.133, 0.133, 0.127, 0.129, -0.031, -0.026, -0.783, 0.157, 0.790, 0.102, 0.104, 0.103, 0.122, 0.121, 0.121

***

No. 2
Density functional theory data (ωB97M-V/def2-TZVPD) for one molecule with the formula C6H12N2O4 in a non-equilibrium geometry.

Results
M, g/mol: 176.172
SMILES: [H]/N=C(/CO)[C@H](O)[C@H](O)[C@H](O)/C=N/[H]
LUMO, eV: 0.6
2S+1: 1
ΔE to the lowest compared entry with this formula, charge and spin, eV: 2.723

```
24
C6H12N2O4, DFT ωB97M-V/def2-TZVPD
C -1.6120 -1.8594 -0.8956
C -1.8269 -0.6504 0.0621
C -0.7475 0.3614 -0.1206
C 0.6555 -0.2564 0.1229
C 1.6529 0.9047 0.4958
C 1.8426 2.0306 -0.5104
H -1.5906 -3.4198 0.2641
H -2.5809 -2.2195 -1.2809
H -1.0352 -1.5005 -1.7484
H -2.8055 0.1127 1.5569
H -0.9242 1.0840 0.6597
H -1.6044 1.2997 -1.5733
H 0.8764 -0.8344 -0.7450
H 0.5465 -2.0057 0.9843
H 2.6391 0.4574 0.5980
H 1.0072 0.8122 2.3064
H 1.1593 2.8556 -0.2344
H 2.5624 2.9083 -2.0213
N -2.7611 -0.6898 0.9178
N 2.6614 2.0500 -1.4788
O -0.9228 -2.9137 -0.2371
O -0.7013 0.9437 -1.4176
O 0.7504 -1.0987 1.2615
O 1.2062 1.5367 1.6726
```

Formally, the Löwdin partial charges of the atoms, in units of the elementary charge, are as follows: -0.186, -0.300, -0.309, -0.243, -0.310, -0.194, 0.114, 0.126, 0.114, 0.067, 0.139, 0.128, 0.148, 0.090, 0.148, 0.114, 0.126, 0.049, 0.178, 0.108, -0.063, 0.001, -0.017, -0.029

***

No. 3
Density functional theory data (ωB97M-V/def2-TZVPD) for one molecule with the formula C2H6N4O in a non-equilibrium geometry.

Results
M, g/mol: 102.097
SMILES: [H]/N=C(\N)N/C=N\O
LUMO, eV: 0.4
2S+1: 1
ΔE to the lowest compared entry with this formula, charge and spin, eV: 3.067

```
13
C2H6N4O, DFT ωB97M-V/def2-TZVPD
C -1.0993 0.0984 0.0427
C 1.1550 -1.1095 0.1061
H -2.9838 0.5587 -0.1898
H -2.9724 -1.0552 0.0189
H -1.4353 2.0926 0.0810
H -0.6336 -1.8454 -0.2173
H 1.5691 -2.1478 0.2295
H 0.8856 1.2346 0.2482
N -2.4118 -0.2552 -0.2659
N -0.7274 1.3044 0.2998
N -0.2270 -0.9914 0.1461
N 2.0738 -0.2221 -0.0740
O 1.7854 1.0475 -0.2256
```

Formally, the Löwdin partial charges of the atoms, in units of the elementary charge, are as follows: -0.493, -0.214, 0.076, 0.105, 0.118, 0.129, 0.127, 0.042, 0.116, 0.085, 0.075, -0.070, -0.096

***

No. 4
Density functional theory data (ωB97M-V/def2-TZVPD) for CHFI2S as an isolated structure in a non-equilibrium geometry.

Results
M, g/mol: 317.892
LUMO (alpha / beta), eV: -0.7 / -1.9
2S+1: 1
ΔE to the lowest compared entry with this formula, charge and spin, eV: 2.453

```
6
CHFI2S, DFT ωB97M-V/def2-TZVPD
C 0.3017 0.3223 0.9016
F -0.3312 1.4178 0.9272
S -1.6641 -0.8851 -0.7707
I 2.1564 0.1990 0.0543
I -0.2749 -0.6058 -2.6125
H -0.1879 -0.4482 1.5002
```

Formally, the Löwdin partial charges of the atoms, in units of the elementary charge, are as follows: -0.864, -0.026, -0.245, 0.890, 0.219, 0.025

***

Question: Look up the ΔE to the lowest compared entry with this formula, charge and spin of the third one.
Answer: 3.067 eV

***

Question: The highest ΔE to the lowest compared entry with this formula, charge and spin belongs to which entry?
Answer: C2H6N4O

***

Question: Look up the 2S+1 of the second one.
Answer: 1

***

What did the fourth record say?
Density functional theory data (ωB97M-V/def2-TZVPD) for CHFI2S as an isolated structure in a non-equilibrium geometry.

Results
M, g/mol: 317.892
LUMO (alpha / beta), eV: -0.7 / -1.9
2S+1: 1
ΔE to the lowest compared entry with this formula, charge and spin, eV: 2.453

```
6
CHFI2S, DFT ωB97M-V/def2-TZVPD
C 0.3017 0.3223 0.9016
F -0.3312 1.4178 0.9272
S -1.6641 -0.8851 -0.7707
I 2.1564 0.1990 0.0543
I -0.2749 -0.6058 -2.6125
H -0.1879 -0.4482 1.5002
```

Formally, the Löwdin partial charges of the atoms, in units of the elementary charge, are as follows: -0.864, -0.026, -0.245, 0.890, 0.219, 0.025